106
Properties=species:S:1:pos:R:3:forces:R:3:mulliken_charge:R:1 method="wB97M-V/def2-TZVPD" e_homo_ev=-2.537 fmax_ha_per_bohr=0.0395 charge=-1 homo_lumo_gap_ev=4.7 multiplicity=1
Br 0.49470 -5.33265 4.80207 0.22 0.00 -0.20 -0.395
P -0.04520 -3.16730 5.33443 -0.88 0.84 0.39 -0.053
O 1.44169 -2.50051 5.81500 0.02 0.06 -0.53 -0.510
C -4.31575 4.45136 0.03648 -0.04 0.11 -0.07 -0.061
C -5.01268 -1.32351 4.19451 0.58 1.71 -0.92 0.456
C -6.80310 -2.99454 5.39736 -1.11 -1.02 0.84 -0.344
C 3.36188 -4.62290 2.49288 0.17 0.07 0.03 -1.401
C -4.23925 5.90595 0.49008 0.11 -0.09 0.05 -1.238
C -1.44550 -1.24541 4.04885 0.20 -1.15 -1.11 -0.257
C 5.47743 -0.38209 1.65229 0.14 -0.08 0.07 -1.173
C -3.88057 -0.43423 3.60670 -0.60 -1.74 -0.83 -0.333
C 6.24560 -0.26833 -2.53272 0.10 0.10 -0.07 -0.942
C 2.18416 2.56263 -3.12629 0.00 0.01 0.16 0.093
C -0.36318 2.86418 -3.39287 0.00 -0.05 0.11 -0.594
C 5.22957 -2.29678 -6.77274 0.16 -0.04 0.02 -1.203
C -2.73544 -1.44713 3.21892 -0.09 0.44 0.97 -1.124
C -6.83448 4.15157 0.51038 0.01 0.10 0.04 -0.834
C -6.55847 1.82403 1.51315 0.02 -0.07 0.03 -0.983
C -6.64645 3.32210 1.77981 -0.03 -0.10 -0.02 -0.420
C -0.35825 2.29603 -5.88040 0.02 -0.15 0.02 -1.221
C -5.69047 4.05633 -0.50100 0.00 -0.10 -0.02 -0.686
C 1.01670 3.52289 -3.34826 0.02 0.04 -0.12 -1.084
C 2.11903 1.83052 -1.78854 0.10 -0.05 -0.13 -0.863
C 4.38069 -0.71678 -4.20524 -0.07 0.06 -0.14 -0.118
C 4.11938 -2.25373 0.57837 -0.03 -0.11 0.00 -0.100
C -0.52618 -2.47284 3.79713 0.14 -0.43 0.56 -0.381
C -4.73111 -1.85511 5.43615 -0.07 -0.11 0.38 -0.202
C -6.21320 -1.62322 3.53119 0.70 0.15 0.50 -0.368
C 2.97516 -2.26704 1.59529 0.05 0.08 0.00 -0.825
C 4.57463 -2.23030 -4.30736 0.08 -0.02 0.12 -0.689
C 5.47547 -1.81498 1.12902 -0.02 0.11 -0.14 -0.595
C -0.52753 1.77836 -4.45514 -0.07 0.11 -0.06 -0.341
C 3.20160 -3.14262 2.82300 -0.04 -0.13 -0.02 0.347
C 5.64327 0.08296 -3.88844 -0.06 -0.02 0.12 -0.578
C -7.10494 -2.46844 4.17052 -0.39 0.14 -0.98 -0.608
C -5.63726 -2.69862 6.04917 0.96 0.14 0.39 -0.637
C 5.60175 -2.68273 -5.34420 -0.12 -0.02 -0.06 -0.529
H 1.18730 4.07660 -4.27695 -0.02 0.00 0.01 0.347
H 4.78745 -0.25792 2.48761 -0.03 0.01 -0.03 0.347
H -4.02602 3.79450 0.86078 -0.02 -0.02 -0.02 0.191
H 6.58997 -2.28163 -5.10174 -0.02 0.01 0.03 0.224
H -5.70174 1.56638 0.88764 -0.02 0.04 -0.04 0.307
H -4.48053 6.58297 -0.33286 -0.04 0.01 0.03 0.288
H 5.97814 -2.66888 -7.47516 -0.04 0.02 -0.04 0.387
H 6.55886 -1.31249 -2.48736 -0.03 0.00 0.04 0.255
H 7.12402 0.34850 -2.33275 -0.01 -0.03 0.06 0.449
H 2.77107 -1.24519 1.92789 -0.05 -0.01 -0.01 0.271
H -0.51511 1.48956 -6.59922 0.00 0.05 -0.03 0.378
H 4.26502 -2.72632 -7.05213 -0.02 0.05 0.00 0.288
H 3.11580 3.13483 -3.16572 0.00 -0.01 -0.06 0.410
H 2.06534 -2.60133 1.08806 -0.03 0.02 0.07 0.390
H 2.47822 -5.00038 1.97404 0.00 0.00 0.02 0.285
H 4.23866 -4.80936 1.86440 -0.01 -0.02 -0.03 0.370
H 3.48332 -5.20205 3.40931 -0.06 -0.04 -0.03 0.390
H 6.21733 -1.89579 0.32680 0.02 -0.02 0.03 0.351
H 2.98977 1.18321 -1.66564 -0.03 -0.01 0.06 -0.016
H 1.01655 4.27244 -2.55010 0.01 -0.02 0.01 0.398
H -3.23159 6.14390 0.83524 -0.03 0.05 0.00 0.385
H 3.63204 -0.51643 -3.43161 0.02 0.00 0.01 0.096
H 5.80544 -2.49377 1.91989 -0.06 -0.02 0.00 0.431
H -7.76022 3.83889 0.01558 0.00 -0.02 0.02 0.365
H -6.44983 1.25437 2.43709 -0.05 0.06 0.02 0.261
H 1.23072 1.20223 -1.71184 0.01 0.00 0.04 0.303
H -3.54202 0.31239 4.32987 -0.04 -0.12 -0.10 0.442
H 4.86316 -2.62682 -3.32972 -0.03 0.02 0.00 0.132
H -7.46360 1.47599 1.00832 0.03 -0.04 -0.03 0.315
H -7.50792 -3.67747 5.87172 0.06 0.13 -0.11 0.324
H 6.39260 -0.05730 -4.67348 -0.03 -0.01 -0.02 0.344
H -5.63474 3.03639 -0.89219 -0.02 0.01 0.01 0.296
H 5.69191 -3.77110 -5.28845 0.04 0.01 0.03 0.414
H -6.43504 -1.21964 2.54686 0.11 0.01 0.14 0.455
H 3.60807 -2.68797 -4.54084 0.01 -0.01 -0.01 0.456
H -3.77733 -1.60901 5.89671 -0.16 -0.11 0.04 0.184
H -0.59381 2.43545 -2.41362 0.01 0.02 0.00 0.305
H 2.23788 1.83302 -3.94011 -0.01 0.03 -0.02 -0.067
H -2.55389 -1.43044 2.13873 0.25 0.14 0.20 0.434
H -7.49431 3.50998 2.44440 0.03 0.03 0.02 0.402
H 0.17612 0.96088 -4.27599 0.00 0.01 0.03 0.210
H 6.47428 -0.10617 2.00460 -0.02 0.06 -0.01 0.378
H -6.98610 5.19809 0.79245 0.01 0.00 -0.02 0.323
H 1.22491 -1.99869 6.61011 0.08 -0.27 0.07 0.308
H 2.11077 2.53898 -0.95753 -0.04 -0.02 0.01 0.389
H 3.84007 -1.58793 -0.24838 0.04 0.02 -0.01 -0.038
H -1.70348 -1.20919 5.12628 -0.05 0.56 -0.21 0.116
H -5.75489 3.65043 2.32130 -0.01 0.03 -0.02 0.205
H -1.08387 3.08360 -6.09652 0.04 0.03 0.00 0.312
H 3.95191 -0.34136 -5.14012 -0.02 -0.01 0.01 0.349
H 5.19428 0.32047 0.86388 -0.05 0.01 0.03 0.194
H 2.34531 -3.02291 3.48720 0.01 0.07 -0.04 -0.336
H -3.57726 4.29249 -0.75416 0.01 -0.04 0.03 0.194
H -5.38467 -3.13135 7.01354 -0.20 0.00 -0.11 0.383
H 4.07664 -2.79665 3.38417 0.00 0.03 -0.01 0.292
H -8.03788 -2.73885 3.67975 0.11 0.04 0.10 0.339
H -1.52746 1.34741 -4.35619 0.03 -0.03 0.03 0.368
H -1.09229 -3.27254 3.29682 0.36 0.13 -0.20 0.267
H 5.39051 1.14746 -3.89409 0.00 -0.01 -0.04 0.317
H 5.17241 -1.21419 -6.89699 -0.03 -0.01 -0.01 0.280
H -1.11385 3.64367 -3.56157 -0.01 -0.01 -0.02 0.402
H 0.64306 2.69578 -6.04904 -0.02 0.03 -0.01 0.280
H -3.07552 -2.46229 3.45358 -0.05 0.17 -0.16 0.475
H -4.20568 0.05035 2.67784 -0.17 0.20 0.36 -0.066
H -0.98321 -0.31439 3.69132 0.00 0.06 0.54 0.161
H -4.92491 6.10899 1.31425 -0.01 0.02 -0.02 0.291
H 5.52280 -0.09194 -1.73278 0.02 -0.07 0.02 0.036
H 4.22645 -3.24991 0.13650 -0.01 0.00 0.01 0.372
H -5.93313 4.69238 -1.35915 0.02 0.01 0.01 0.405